(1)
Formula: C36H28BrF4N2OPRhS
Source: the Open Molecules 2025 dataset
Level of theory: ωB97M-V with the def2-TZVPD basis set

Cartesian coordinates (Å):
Rh: 1.131134 1.457448 -0.067276
O: 3.330926 1.524659 -0.062778
C: 3.891649 1.750419 1.240451
C: 2.806637 1.590601 2.270360
C: 3.152453 1.578120 3.609599
C: 2.175145 1.436391 4.578300
C: 0.856008 1.291998 4.173602
C: 0.564486 1.304271 2.829259
N: 1.513955 1.467693 1.891304
H: 3.865755 1.945316 -0.747679
H: 4.327952 2.749196 1.300649
H: 4.677336 1.016527 1.424991
H: 4.195577 1.680333 3.880682
H: 2.439706 1.427756 5.627332
H: 0.052407 1.165549 4.885079
H: -0.447620 1.173931 2.478507
F: -2.890354 7.183879 -0.613529
C: -2.508615 5.939198 -0.526477
C: -3.443834 4.914862 -0.516249
F: -4.722201 5.187576 -0.598512
C: -3.018973 3.593742 -0.427718
F: -3.944224 2.643866 -0.462882
C: -1.673388 3.258127 -0.324570
P: -1.170953 1.514938 -0.238429
C: -2.195171 0.708383 0.975400
C: -2.773638 1.436457 2.022934
C: -3.539759 0.782909 2.970643
C: -3.728927 -0.593479 2.883829
C: -3.151363 -1.318538 1.849449
C: -2.380768 -0.674153 0.895677
C: -1.363623 0.859114 -1.883597
C: -2.509817 0.195972 -2.322289
C: -2.595447 -0.188265 -3.651906
C: -1.556358 0.092368 -4.533201
C: -0.418228 0.763964 -4.100911
C: -0.328719 1.149324 -2.775830
C: -0.766036 4.310889 -0.371227
Br: 1.105894 3.972312 -0.427191
C: -1.150135 5.629347 -0.465493
F: -0.253799 6.595545 -0.515490
H: -2.646310 2.510495 2.092072
H: -4.006434 1.346112 3.767401
H: -4.336122 -1.100028 3.622290
H: -3.313793 -2.385499 1.776584
H: -1.941704 -1.246866 0.088022
H: -3.329098 -0.005077 -1.644790
H: -3.483051 -0.694515 -4.006426
H: -1.640758 -0.201229 -5.571183
H: 0.375278 0.998763 -4.797358
H: 0.554127 1.718796 -2.454590
N: 1.287141 -0.564772 0.008294
S: 0.914852 -1.646661 -1.153714
C: -0.046515 -2.928360 -0.372650
C: -0.199572 -2.996241 1.001743
C: -0.942707 -4.042155 1.534081
C: -1.515747 -4.988017 0.695107
C: -1.352047 -4.900821 -0.683463
C: -0.614485 -3.863830 -1.230375
C: 2.430389 -2.476884 -1.533591
C: 3.010735 -2.187090 -2.763044
C: 4.210586 -2.800572 -3.093062
C: 4.806176 -3.678756 -2.197991
C: 4.210246 -3.960768 -0.972186
C: 3.009262 -3.363553 -0.630077
H: 2.049634 -0.878380 0.600335
H: 0.259829 -2.255660 1.644091
H: -1.062737 -4.127157 2.605979
H: -2.091623 -5.801724 1.114876
H: -1.795314 -5.644317 -1.331592
H: -0.477470 -3.794386 -2.303518
H: 2.524747 -1.514626 -3.459554
H: 4.670153 -2.606414 -4.052413
H: 5.737306 -4.162039 -2.461988
H: 4.673226 -4.665314 -0.294876
H: 2.516701 -3.610998 0.302724

Atoms 1-2, force components in eV/Å:
-0.19 -0.34 -0.69
-0.04 -0.02 -0.01

## Properties
Energy relative to the best compared isomer or geometry (same formula, charge and spin) ... 0.0 kcal/mol
Multiplicity ... 1
LUMO ... -10.3 eV
HOMO ... -16.7 eV
Total energy ... -5395.98604 Eh
Net charge ... +3

Löwdin population analysis, charges in e, atoms 1 to 2: 0.75, -0.16



(2)
Formula: C20H43O5P2Si
Source: the Open Molecules 2025 dataset
Level of theory: ωB97M-V with the def2-TZVPD basis set

Cartesian coordinates (Å):
C: -1.912437 -1.102248 1.352578
Si: -0.166232 -1.801800 0.879696
C: -0.339915 -3.736614 1.068922
C: 1.080733 -1.260285 2.212417
P: 0.381079 -1.442162 -1.227677
C: 1.727770 -0.094009 -0.962659
C: 2.822113 -0.037482 -2.175741
C: 2.248436 0.493223 -3.563113
C: 1.386807 1.827209 -3.500933
C: 1.604151 2.978201 -2.473573
C: 0.709967 4.236730 -2.502584
C: -0.375363 4.320808 -3.591915
C: -0.624617 3.214687 -4.649563
C: 0.255192 1.952360 -4.588097
O: 1.539777 -2.770946 -1.391381
C: 1.104101 -3.290016 -2.690555
C: -0.528330 -3.508109 -2.532094
P: -0.639226 -5.352650 -2.044078
O: -1.963472 -5.709448 -1.301415
O: -0.989690 -2.528055 -1.568741
H: -2.722806 -1.476627 0.642354
H: -1.807932 0.048743 1.277490
H: -2.141720 -1.340193 2.457529
H: -0.319256 -3.997701 2.188323
H: -1.351623 -4.072777 0.667311
H: 0.551338 -4.280838 0.581894
H: 2.107195 -1.698325 1.958813
H: 1.083985 -0.132240 2.392982
H: 0.766156 -1.751503 3.211305
H: 0.273265 -1.171234 -2.640719
H: -0.571695 -0.325630 -1.121918
H: 2.367177 -0.239692 -0.027237
H: 1.163622 0.889497 -0.831688
H: 3.625531 0.712772 -1.809491
H: 3.349323 -1.052864 -2.295143
H: 1.636275 -0.327687 -4.063734
H: 3.144286 0.698488 -4.263245
H: 2.423216 2.830112 -1.680516
H: 0.908709 5.046637 -1.711013
H: -1.062738 5.230971 -3.638632
H: -1.421540 3.278632 -5.475048
H: 0.074470 1.114397 -5.353904
H: 1.455897 -2.690712 -3.609654
H: 1.467295 -4.378118 -2.853135
H: -1.180834 -3.348302 -3.456466
H: -0.623457 -6.189380 -3.229978
H: 0.531977 -5.683754 -1.271134
C: 3.026421 -1.443995 5.842217
C: 1.918275 -1.020028 6.793602
C: 2.105774 -1.636835 8.171314
O: 0.657816 -1.420800 6.263001
H: 3.031167 -2.530423 5.706831
H: 2.873497 -1.003547 4.853399
H: 4.006603 -1.134615 6.215457
H: 1.903445 0.070172 6.877974
H: 2.078069 -2.729982 8.116585
H: 1.296706 -1.333092 8.841341
H: 3.058708 -1.333807 8.613526
H: 0.660223 -2.384064 6.183892
C: -2.847845 4.149826 -0.656145
C: -3.830527 5.195367 -1.158531
C: -5.269211 4.751029 -0.945081
O: -3.607299 5.426680 -2.548223
H: -2.972276 3.205335 -1.195141
H: -1.818934 4.476926 -0.826405
H: -2.983040 3.961828 0.412288
H: -3.657535 6.142249 -0.639079
H: -5.477875 3.827298 -1.494244
H: -5.964515 5.506791 -1.321393
H: -5.476966 4.581174 0.114568
H: -3.757646 4.594450 -3.016591

Atoms 1-2, force components in eV/Å:
0.21 0.98 0.37
-0.69 -1.97 1.07

## Properties
Multiplicity ... 1
LUMO ... 2.7 eV
HOMO ... -3.7 eV
Total energy ... -2136.05912 Eh
Net charge ... -1

Löwdin population analysis, charges in e, atoms 1 to 2: -0.24, 0.46



(3)
Formula: C27H29CeN3OP
Source: the Open Molecules 2025 dataset
Level of theory: ωB97M-V with the def2-TZVPD basis set

Cartesian coordinates (Å):
Ce: 8.173385 11.358197 10.908312
N: 7.548980 8.617035 14.138620
P: 9.122756 9.353839 14.185703
C: 9.430626 9.167790 15.964014
C: 10.130073 8.097883 16.425188
C: 10.525402 7.990548 17.782274
C: 10.158177 9.008981 18.644523
C: 9.506168 10.148115 18.219263
C: 9.106162 10.191383 16.848205
C: 8.724232 11.123260 13.994818
C: 9.684219 12.079712 13.584460
C: 9.342998 13.334299 13.170079
C: 7.980667 13.642693 12.992831
C: 7.012982 12.775863 13.476906
C: 7.340117 11.499744 13.941292
C: 6.965710 8.181273 12.961566
C: 5.991343 7.170363 13.072302
C: 5.342425 6.812269 11.961001
C: 5.734255 7.336880 10.706006
C: 6.705394 8.270697 10.636068
N: 7.348409 8.719723 11.774825
H: 7.062506 8.396749 14.985830
H: 10.376187 7.293295 15.714261
H: 10.978923 7.134405 18.193396
H: 10.350527 8.998427 19.705897
H: 9.266154 11.063362 18.859825
H: 8.674350 11.187780 16.390185
H: 10.692501 11.774693 13.439449
H: 10.129264 14.030005 12.813983
H: 7.666223 14.629517 12.660893
H: 5.994657 13.055529 13.539267
H: 6.541991 10.760384 14.127928
H: 5.763612 6.787822 14.119450
H: 4.634866 6.053975 12.002686
H: 5.316268 7.083103 9.751238
H: 6.961743 8.855600 9.712447
N: 6.603411 11.825883 9.634581
C: 6.133313 12.431205 8.588085
C: 6.181193 11.830501 7.317100
C: 6.045006 12.478029 6.122990
C: 5.733788 13.798845 6.036327
C: 5.580111 14.445225 7.279843
C: 5.706458 13.784521 8.503417
H: 6.686976 10.845432 7.376457
H: 6.345901 11.949451 5.175291
H: 5.733244 14.365376 5.107107
H: 5.244098 15.473033 7.404220
H: 5.578065 14.290272 9.436352
C: 12.218696 12.224168 9.510309
C: 10.776066 12.218824 9.100841
C: 10.244950 13.679200 8.897076
C: 10.647042 11.405075 7.838942
O: 10.093250 11.610326 10.149666
H: 12.828651 12.739210 8.738492
H: 12.624289 11.210588 9.698727
H: 12.331190 12.951174 10.318800
H: 10.816552 14.228708 8.152553
H: 10.151115 14.108637 9.851442
H: 9.257128 13.476387 8.424330
H: 11.408002 11.775734 7.114744
H: 9.612399 11.403205 7.511081
H: 10.959158 10.372099 7.992990

Atoms 1-2, force components in eV/Å:
-1.73 -0.59 0.62
0.86 0.51 -0.72

## Properties
Energy relative to the best compared isomer or geometry (same formula, charge and spin) ... 17.8 kcal/mol
Multiplicity ... 2
LUMO (alpha / beta) ... -0.4 / -0.4 eV
<S²> ... 0.752
HOMO (alpha / beta) ... -5.6 / -5.6 eV
Total energy ... -2102.20429 Eh

Löwdin population analysis, charges in e, atoms 1 to 2: 1.11, -0.14



(4)
Formula: C22H13BrCl2N6O8V
Source: the Open Molecules 2025 dataset
Level of theory: ωB97M-V with the def2-TZVPD basis set

Cartesian coordinates (Å):
V: 0.597744 0.183663 -0.231271
Cl: 1.424973 0.617277 -5.059435
C: 0.814756 -0.739912 -4.190138
C: 0.503878 -1.926712 -4.879351
C: 0.008278 -3.017918 -4.224947
Cl: -0.341304 -4.469633 -5.110247
C: -0.231141 -2.971220 -2.831465
C: -0.762419 -4.019257 -2.048029
C: -0.976950 -3.826891 -0.711946
C: -0.678207 -2.585226 -0.132563
N: -0.176717 -1.588763 -0.833219
C: 0.075805 -1.770121 -2.170068
C: 0.646341 -0.640168 -2.823823
O: 0.934940 0.412855 -2.094186
H: 0.664126 -1.968486 -5.947772
H: -0.992298 -4.966582 -2.516344
H: -1.374514 -4.613936 -0.087983
H: -0.849793 -2.405583 0.922797
C: -3.427257 1.120441 -3.698880
C: -2.882395 1.597180 -2.381849
C: -3.300927 2.769441 -1.771159
C: -2.765125 3.119941 -0.549419
C: -1.795908 2.310008 0.019478
Br: -1.277028 2.773207 1.771048
N: -1.305877 1.215963 -0.576679
C: -1.895598 0.876939 -1.738239
H: -4.365757 1.617978 -3.936724
H: -3.603191 0.044829 -3.684605
H: -2.721022 1.327677 -4.504766
H: -4.054601 3.392829 -2.236292
H: -3.092231 4.000306 -0.017843
H: -1.550745 -0.032902 -2.205169
N: 2.226529 -2.410638 2.256457
C: 1.819001 -1.498565 1.494405
H: 2.986307 -2.922718 1.817139
O: 3.428959 4.306482 4.473570
N: 2.936011 3.390708 5.097688
O: 2.979231 3.266783 6.302751
C: 2.324834 2.294119 4.318476
C: 1.839435 1.201798 5.003919
C: 1.244752 0.178064 4.277747
C: 1.171715 0.247191 2.904121
O: 0.672423 -0.721688 2.078931
C: 1.654231 1.392397 2.249535
C: 2.247140 2.431145 2.939663
N: 1.343075 1.319347 0.925804
O: 2.112308 -1.056219 0.338042
O: 1.615392 2.024150 -0.140822
N: 0.680232 -0.960348 5.020985
O: 1.203572 -1.236846 6.078925
O: -0.269837 -1.528656 4.532941
H: 1.919047 1.136062 6.077793
H: 2.615819 3.310184 2.433013

Atoms 1-2, force components in eV/Å:
2.13 2.16 1.56
0.01 -0.02 -0.03

## Properties
Energy relative to the best compared isomer or geometry (same formula, charge and spin) ... 0.0 kcal/mol
Multiplicity ... 2
LUMO (alpha / beta) ... -1.5 / -1.4 eV
<S²> ... 0.779
HOMO (alpha / beta) ... -7.7 / -7.5 eV
Total energy ... -6214.85657 Eh

natural (NBO) population analysis, charges in e, atoms 1 to 2: 1.28, 0.04



(5)
Formula: C3H4ClN3O
Source: the Open Molecules 2025 dataset
Level of theory: ωB97M-V with the def2-TZVPD basis set

Cartesian coordinates (Å):
N: 2.265902 -0.659912 -0.598359
C: 1.532076 0.065386 -1.117659
C: 0.401299 0.963279 -1.260870
C: 0.018750 1.222479 0.165551
N: -0.081403 0.272501 0.981019
N: 0.369288 -0.772932 1.319458
O: -0.081967 -1.845575 1.658646
H: -0.449885 0.529115 -1.931180
H: 0.711982 1.916928 -1.654064
H: -0.020736 2.167630 0.463963
Cl: -3.012948 -2.014215 0.817017
H: -1.652359 -1.844684 1.156478

Atoms 1-2, force components in eV/Å:
-0.05 0.28 -0.82
0.58 -0.87 0.43

## Properties
Energy relative to the best compared isomer or geometry (same formula, charge and spin) ... 122.6 kcal/mol
Multiplicity ... 1
LUMO ... -0.5 eV
HOMO ... -9.6 eV
Total energy ... -816.24394 Eh
Structure (SMILES) ... N#CC/C=N\N=O.Cl

natural (NBO) population analysis, charges in e, atoms 1 to 2: -0.28, 0.25



(6)
Formula: C18H27Cl5GaGeO3
Source: the Open Molecules 2025 dataset
Level of theory: ωB97M-V with the def2-TZVPD basis set

Cartesian coordinates (Å):
Ga: -0.125098 -0.071931 0.426310
C: 3.402460 -0.275548 -0.395431
C: 2.502577 -1.335576 -0.995133
C: 2.839160 -1.565196 -2.463328
C: 2.612520 -2.652957 -0.280904
O: 1.063309 -0.923712 -0.897592
Ge: 0.219043 0.446956 -2.056208
O: -1.340596 -0.027796 -1.069718
C: -2.416624 -1.039170 -1.386329
C: -3.145761 -0.514944 -2.582440
C: -1.634503 -2.314001 -1.694684
C: -3.354056 -1.089005 -0.198575
O: 0.519253 1.541064 -0.524692
C: 0.755899 3.034843 -0.416667
C: -0.502544 3.606600 -1.052355
C: 0.896020 3.243209 1.096900
C: 2.001311 3.284740 -1.213315
H: 4.370804 -0.751984 -0.151640
H: 3.617160 0.515435 -1.144352
H: 3.013909 0.156526 0.538729
H: 3.895318 -1.910576 -2.473059
H: 2.137303 -2.295592 -2.899663
H: 2.764887 -0.591920 -2.989731
H: 3.662822 -3.041628 -0.359880
H: 2.345097 -2.560171 0.777736
H: 1.938008 -3.402915 -0.717316
H: -2.493568 -0.542244 -3.496907
H: -4.006926 -1.147890 -2.735598
H: -3.461281 0.538369 -2.387958
H: -0.948112 -2.121048 -2.573778
H: -0.994149 -2.560046 -0.801332
H: -2.353671 -3.135985 -1.898688
H: -3.653812 -0.058509 0.091811
H: -4.289552 -1.639395 -0.438371
H: -2.851122 -1.612484 0.644672
H: -1.349097 3.352695 -0.403638
H: -0.440499 4.696380 -1.160875
H: -0.647489 3.176643 -2.054663
H: -0.083878 3.214325 1.564903
H: 1.607784 2.472188 1.519273
H: 1.315287 4.253099 1.323707
H: 1.957423 2.745441 -2.208424
H: 2.064924 4.375890 -1.342656
H: 2.940629 2.956835 -0.705350
Cl: 0.120952 -3.300508 2.225057
C: -0.497078 -1.788619 2.875540
C: -0.880699 -0.609885 2.158031
C: -1.753464 0.368533 2.789997
Cl: -2.521126 1.716726 1.966435
C: -2.013202 0.271394 4.161539
Cl: -2.981741 1.438668 4.963235
C: -1.447342 -0.790810 4.919588
Cl: -1.682794 -0.808183 6.607106
C: -0.698817 -1.825368 4.282993
Cl: 0.004743 -3.100962 5.237690

Atoms 1-2, force components in eV/Å:
0.17 -0.07 -0.94
0.70 0.19 -0.20

## Properties
Multiplicity ... 2
LUMO (alpha / beta) ... -7.4 / -11.1 eV
<S²> ... 0.773
HOMO (alpha / beta) ... -15.2 / -15.2 eV
Total energy ... -7229.88636 Eh
Net charge ... +2

natural (NBO) population analysis, charges in e, atoms 1 to 2: 1.93, -0.64